C69H53Br2F11N2O21 | wB97M-V/def2-TZVPD

- Charge: 0
- Frontier orbital gap: 7.4 eV

```
158
Properties=species:S:1:pos:R:3:forces:R:3:mulliken_charge:R:1
C -3.83774 2.22141 -0.56992 -0.545 0.013 -0.059 -0.14
C -4.35879 3.11151 -1.65053 0.296 0.110 -0.577 -0.06
Br -5.64704 4.35990 -1.03829 -0.014 -0.064 0.043 -0.16
C -3.99808 3.05413 -2.94289 0.023 0.105 0.582 -1.21
Br -4.89682 4.20196 -4.17890 0.030 -0.147 -0.011 -0.02
C -2.93669 2.05646 -3.49073 -0.301 -0.170 -0.696 3.73
C -3.51399 0.60244 -3.46421 -0.068 0.025 0.451 -1.02
C -2.82361 -0.56826 -2.77588 0.267 -0.426 -0.486 -0.34
O -2.35081 -1.45982 -3.44590 -0.065 0.350 0.266 -0.56
N -2.88236 -0.66432 -1.34725 -0.063 -0.024 -0.053 0.71
C -3.62713 -1.86769 -0.93634 -0.201 0.162 -0.028 -0.92
C -1.56189 -0.56521 -0.72379 -0.080 0.129 0.183 -0.81
C -2.76405 2.45655 -4.98066 0.161 0.267 -0.362 -2.08
O -3.32376 1.97794 -5.93563 0.104 0.027 0.387 -0.68
N -1.83345 3.48376 -5.04264 -0.627 0.089 0.377 0.14
C -1.23713 3.73707 -3.74429 0.466 -0.184 -0.193 -0.09
C -1.60285 5.10044 -3.18096 -0.433 0.074 -0.090 -0.95
O -1.99432 5.97116 -3.90628 0.090 -0.115 0.052 -0.62
C -1.38537 5.49641 -1.68174 0.046 0.538 0.011 1.07
F -1.93417 6.70540 -1.50720 0.083 -0.257 0.058 -0.34
F -2.03870 4.63927 -0.84452 0.021 -0.062 -0.095 -0.05
C 0.11985 5.57539 -1.23245 -0.052 -0.059 0.003 0.63
F 0.46582 6.84642 -1.02221 0.044 -0.191 -0.097 -0.26
F 0.91116 5.08893 -2.23038 -0.161 -0.005 0.113 -0.30
C 0.42691 4.74117 0.03742 0.317 0.158 -0.061 0.97
F 1.76059 4.81868 0.26123 -0.298 -0.053 -0.046 -0.34
F 0.12728 3.43398 -0.21171 0.155 0.117 -0.041 -0.20
C -0.28488 5.22374 1.32143 -0.174 -0.070 0.108 0.05
O -0.43715 6.37570 1.56706 0.191 -0.173 -0.019 -0.47
O -0.59782 4.22375 2.16490 -0.454 0.264 0.066 -0.53
C -1.49341 2.39662 -3.01773 -0.179 -0.037 -0.085 2.02
C -0.42290 1.42494 -3.55648 0.229 -0.064 0.283 -2.74
C 0.87036 1.46192 -2.73254 0.033 -0.205 -0.516 0.33
C 1.76463 0.26854 -3.10193 -0.252 0.294 0.008 -1.19
C 2.90204 0.06329 -2.12596 0.223 -0.143 -0.160 0.71
F 3.37855 1.24181 -1.64029 0.013 -0.249 -0.156 -0.30
F 3.94902 -0.57730 -2.73369 -0.298 0.093 0.132 -0.31
C 2.51804 -0.80138 -0.89587 -0.092 0.232 0.297 0.75
F 1.72684 -1.82408 -1.24200 0.007 -0.128 -0.101 -0.27
F 3.58515 -1.30919 -0.28873 0.263 0.043 0.003 -0.26
F 1.85773 -0.06058 0.00103 -0.153 0.038 -0.054 -0.25
H -4.20641 1.20979 -0.72950 0.207 -0.115 -0.007 0.34
H -2.75681 2.20216 -0.53379 0.180 -0.066 0.014 -0.71
H -4.24319 2.52899 0.38303 0.210 0.113 0.129 0.34
H -3.66276 0.27529 -4.49033 0.068 0.149 -0.108 0.39
H -4.50380 0.66503 -3.00758 -0.001 -0.045 0.037 0.54
H -4.26610 -2.20892 -1.74960 0.017 -0.019 -0.020 0.39
H -4.27798 -1.62399 -0.09544 0.112 -0.020 0.108 0.25
H -2.96403 -2.68609 -0.65546 0.021 -0.083 -0.066 0.31
H -1.40870 0.41288 -0.25960 0.036 0.072 -0.053 -0.04
H -0.76116 -0.75046 -1.43752 0.136 -0.059 -0.100 0.07
H -1.47247 -1.30577 0.06875 0.009 0.009 0.062 0.61
H -2.09351 4.28706 -5.60121 0.278 -0.078 -0.302 0.48
H -0.15692 3.83404 -3.90693 0.054 0.021 0.217 0.78
H -1.01297 3.48912 1.69148 0.368 -0.180 -0.036 0.38
H -1.41626 2.45721 -1.93953 0.018 0.142 0.098 -0.46
H -0.78444 0.40363 -3.60204 -0.156 -0.114 0.084 0.85
H -0.16591 1.69165 -4.58345 -0.167 -0.060 -0.079 0.40
H 0.65499 1.46426 -1.66840 -0.042 0.013 0.145 0.06
H 1.42646 2.36650 -2.98301 -0.038 0.140 0.337 0.53
H 2.17935 0.41878 -4.09888 0.184 -0.008 0.049 0.32
H 1.17038 -0.64356 -3.15069 0.064 -0.070 0.025 0.59
C 5.62110 -6.46759 -0.54152 -0.007 -0.042 -0.001 -0.47
C 6.51878 -6.07273 -1.44042 -0.045 0.005 0.021 -0.50
C 6.38770 -4.76708 -2.14322 0.001 0.015 0.024 0.10
O 7.20635 -4.41153 -2.96006 0.016 -0.009 -0.018 -0.54
C 5.21947 -3.91385 -1.79963 -0.005 -0.002 0.013 -0.11
C 4.32388 -4.31483 -0.90268 0.140 -0.013 -0.072 -0.09
C 4.45618 -5.61631 -0.21345 -0.119 0.135 -0.032 0.14
O 3.61600 -5.95344 0.59911 0.102 -0.242 0.030 -0.42
H 5.69171 -7.41290 -0.01874 -0.011 0.005 0.010 0.45
H 7.37997 -6.67251 -1.70505 0.011 0.021 -0.021 0.42
H 5.15002 -2.96252 -2.31186 0.018 0.002 -0.017 0.52
H 3.46629 -3.72355 -0.61872 -0.044 0.020 -0.022 0.41
C -4.20233 5.47375 -10.24698 -0.015 -0.055 -0.085 -0.27
C -5.47479 5.25045 -10.56539 0.024 -0.022 0.039 -0.43
C -6.31291 4.30785 -9.78041 -0.009 0.017 0.004 0.22
O -7.47221 4.10521 -10.07184 -0.006 -0.005 -0.003 -0.56
C -5.67896 3.62911 -8.62148 0.021 -0.008 0.007 -0.37
C -4.40680 3.85094 -8.30081 0.012 0.050 0.046 -0.22
C -3.57548 4.79290 -9.08796 -0.043 0.045 0.016 0.34
O -2.42200 5.01782 -8.77699 0.029 0.046 0.070 -0.59
H -3.57662 6.16329 -10.79611 0.008 0.018 0.017 0.38
H -5.95987 5.74110 -11.39958 -0.020 -0.015 0.000 0.44
H -6.30841 2.94988 -8.05994 -0.014 0.007 -0.011 0.48
H -3.92114 3.37144 -7.45805 -0.059 -0.052 -0.107 0.54
C -5.24109 2.40855 4.09582 -0.002 -0.005 0.033 -0.43
C -5.83947 3.21066 4.97185 0.017 -0.015 -0.021 -0.38
C -7.14833 3.84765 4.66744 0.013 0.003 -0.019 0.33
O -7.68895 4.57985 5.46493 -0.019 0.014 0.029 -0.54
C -7.76298 3.55466 3.34686 0.039 -0.027 -0.010 -0.43
C -7.16517 2.74641 2.47599 -0.101 0.074 0.001 -0.28
C -5.86168 2.11348 2.78235 -0.037 -0.002 -0.048 0.53
O -5.32191 1.38643 1.97308 0.025 -0.080 0.135 -0.55
H -4.28801 1.93487 4.29489 -0.004 -0.016 -0.021 0.46
H -5.41046 3.44089 5.93856 -0.021 0.022 0.007 0.41
H -8.71068 4.03578 3.14235 -0.006 0.008 0.027 0.41
H -7.58732 2.51954 1.50512 0.021 -0.015 -0.005 0.48
C -1.66240 9.06342 -7.25557 -0.021 -0.013 -0.001 -0.50
C -2.42209 8.54124 -8.21390 0.012 0.013 0.021 -0.17
C -2.22176 8.90462 -9.63886 0.010 -0.065 0.062 0.41
O -2.91507 8.42550 -10.51113 0.002 0.063 -0.062 -0.54
C -1.14058 9.86973 -9.95703 0.019 0.026 0.005 -0.37
C -0.38057 10.39244 -8.99915 -0.014 -0.009 -0.034 -0.38
C -0.58062 10.03013 -7.57206 -0.016 -0.017 0.002 0.32
O 0.11426 10.50492 -6.70111 0.023 0.016 0.012 -0.55
H -1.78895 8.81303 -6.20989 0.018 0.003 0.012 0.53
H -3.21276 7.83131 -8.00838 0.004 -0.008 -0.022 0.45
H -1.01292 10.11666 -11.00324 -0.020 -0.015 -0.008 0.41
H 0.41368 11.09834 -9.20544 0.009 0.002 0.027 0.40
C 0.44311 -10.64120 3.04879 -0.006 -0.012 -0.036 -0.40
C 0.38560 -10.64420 1.71994 -0.004 -0.008 0.034 -0.40
C 0.95224 -9.52638 0.92222 -0.001 -0.004 0.023 0.25
O 0.89951 -9.52887 -0.28854 0.000 -0.005 -0.024 -0.55
C 1.58578 -8.40711 1.66367 -0.017 0.047 0.029 -0.24
C 1.64324 -8.40584 2.99283 0.007 0.008 -0.024 -0.42
C 1.07763 -9.52158 3.79124 0.006 0.004 -0.001 0.21
O 1.13034 -9.52111 5.00185 -0.003 0.002 0.025 -0.54
H 0.03721 -11.44350 3.65168 0.009 0.011 0.024 0.41
H -0.07048 -11.44937 1.15812 0.004 0.012 -0.024 0.41
H 1.99452 -7.60092 1.06903 0.026 -0.019 -0.032 0.59
H 2.10229 -7.60050 3.55369 0.005 -0.013 0.017 0.67
C 1.83174 -3.13907 5.12977 -0.031 0.048 0.009 -0.49
C 0.73055 -2.52234 4.70862 0.018 -0.018 0.006 -0.43
C 0.26733 -2.64691 3.30274 0.029 -0.006 0.007 0.14
O -0.73156 -2.07813 2.91496 -0.024 0.040 -0.031 -0.56
C 1.07696 -3.48928 2.38854 0.024 -0.001 -0.022 -0.17
C 2.18135 -4.10410 2.80446 -0.009 0.052 -0.029 -0.12
C 2.64199 -3.97604 4.20883 -0.068 0.012 0.055 -0.07
O 3.64171 -4.54048 4.59826 0.041 -0.047 -0.083 -0.54
H 2.19065 -3.06742 6.14901 0.026 -0.028 -0.007 0.54
H 0.12307 -1.90614 5.35909 -0.020 0.001 -0.015 0.44
H 0.71957 -3.56738 1.36857 -0.018 0.003 0.003 0.55
H 2.78533 -4.71322 2.14337 -0.024 -0.015 0.056 0.72
C 5.93142 -7.78873 6.45716 -0.019 0.035 -0.009 -0.44
C 5.30155 -6.62506 6.59543 -0.014 0.009 0.008 -0.20
C 5.20740 -5.96167 7.92158 0.027 -0.065 0.000 0.30
O 4.62996 -4.90166 8.05545 -0.011 0.053 0.007 -0.48
C 5.84152 -6.63938 9.08072 -0.005 -0.014 0.037 -0.23
C 6.47132 -7.80210 8.93571 -0.019 0.023 0.000 -0.43
C 6.56701 -8.46878 7.61316 -0.001 -0.007 0.006 0.30
O 7.14278 -9.52732 7.48133 0.011 -0.014 -0.005 -0.56
H 6.01302 -8.29512 5.50370 0.012 -0.021 0.009 0.45
H 4.83196 -6.10805 5.76890 -0.003 0.033 0.020 0.58
H 5.76594 -6.13151 10.03399 0.019 0.047 -0.026 0.33
H 6.94168 -8.31558 9.76451 0.009 -0.018 -0.012 0.43
C 5.13814 -2.44466 10.38741 -0.002 0.021 -0.056 -0.11
C 4.50591 -1.28300 10.53230 0.022 -0.031 0.010 -0.42
C 4.40751 -0.61509 11.85374 0.000 -0.001 -0.009 0.34
O 3.82976 0.44168 11.98589 -0.013 0.019 0.003 -0.54
C 5.04473 -1.29220 13.01252 0.017 -0.028 0.014 -0.40
C 5.67748 -2.45309 12.87049 -0.008 0.024 0.014 -0.37
C 5.77370 -3.11909 11.54701 -0.014 0.030 -0.011 0.44
O 6.35340 -4.17728 11.42065 0.003 -0.047 0.019 -0.52
H 5.21425 -2.95457 9.43488 -0.016 -0.055 0.031 0.35
H 4.03453 -0.77087 9.70330 -0.007 0.021 0.012 0.43
H 4.96104 -0.78646 13.96597 -0.015 0.021 -0.011 0.40
H 6.14877 -2.96553 13.69949 0.010 -0.021 -0.016 0.42
```
Positions in Å, forces in eV/Å.